No. 1
{
  "formula": "C4H8N2O",
  "method": "ωB97M-V/def2-TZVPD",
  "homo_ev": -9.29,
  "e_tot_ev": -9304.3787,
  "e_above_lowest_kcal_mol": 46.5,
  "largest_force_ev_per_a": 1.123,
  "symbols": ["O", "N", "N", "C", "C", "C", "C", "H", "H", "H", "H", "H", "H", "H", "H"],
  "positions_angstrom": [[2.277830, 0.361533, 0.761175], [-0.504895, 0.671929, 0.602979], [-1.045629, -1.491821, -2.096211], [0.236530, 0.233066, -0.572920], [-1.881671, 0.224055, 0.751158], [1.577409, -0.419383, -0.176231], [-0.489622, -0.730185, -1.426121], [1.371307, -1.373623, 0.318202], [0.443907, 1.100635, -1.219187], [-2.299651, 0.687477, 1.649828], [0.052493, 0.482868, 1.428869], [-2.475370, 0.568554, -0.102739], [2.172733, -0.618105, -1.078168], [-2.007107, -0.869335, 0.832714], [2.571742, 1.172337, 0.326650]],
  "forces_ev_per_a": [[0.117, 0.253, -0.068], [0.091, -0.129, 0.086], [0.563, 0.735, 0.636], [0.066, 0.036, -0.099], [-0.211, -0.021, 0.009], [-0.140, -0.244, -0.164], [-0.523, -0.680, -0.506], [0.021, 0.100, -0.081], [0.017, -0.092, 0.050], [0.075, -0.076, -0.138], [-0.106, 0.015, -0.098], [0.083, -0.069, 0.157], [-0.103, 0.025, 0.132], [0.058, 0.225, -0.050], [-0.007, -0.077, 0.132]],
  "mulliken_charge": [-0.52, -0.29, -0.44, 0.36, -0.93, -0.75, 0.04, 0.38, 0.14, 0.32, 0.29, 0.33, 0.39, 0.33, 0.33]
}

=====

No. 2
{
  "formula": "C4H8N2O",
  "method": "ωB97M-V/def2-TZVPD",
  "homo_ev": -9.29,
  "e_tot_ev": -9305.3374,
  "e_above_lowest_kcal_mol": 24.3,
  "largest_force_ev_per_a": 0.454,
  "symbols": ["O", "N", "N", "C", "C", "C", "C", "H", "H", "H", "H", "H", "H", "H", "H"],
  "positions_angstrom": [[1.125999, 0.285255, -1.898390], [0.186608, 0.171531, 1.440303], [-1.146647, -0.021974, -0.535229], [2.555655, -0.252589, -0.050323], [1.245202, 0.062225, -0.710120], [0.008895, 0.079701, 0.175679], [-2.446258, 0.083171, 0.076884], [3.333292, -0.314524, -0.812709], [2.796858, 0.513986, 0.690439], [-1.046261, 0.079814, -1.534630], [-0.698989, 0.220942, 1.945290], [-2.671008, 1.106026, 0.410948], [-3.209600, -0.232064, -0.638683], [2.472495, -1.197756, 0.495292], [-2.506246, -0.583743, 0.945247]],
  "forces_ev_per_a": [[0.048, -0.123, 0.434], [-0.205, -0.003, -0.200], [0.160, 0.055, 0.054], [0.053, -0.006, -0.057], [0.062, -0.001, -0.371], [-0.100, -0.014, 0.072], [-0.102, -0.009, 0.074], [-0.093, 0.034, 0.104], [-0.057, -0.084, -0.072], [0.015, 0.004, 0.100], [0.091, -0.019, -0.035], [0.016, -0.146, -0.032], [0.128, 0.082, 0.118], [0.008, 0.144, -0.061], [-0.025, 0.084, -0.129]],
  "mulliken_charge": [-0.59, -0.67, -0.15, -1.05, 0.82, 0.28, -0.99, 0.33, 0.29, 0.27, 0.23, 0.32, 0.32, 0.29, 0.31]
}

=====

No. 3
{
  "formula": "C4H8N2O",
  "method": "ωB97M-V/def2-TZVPD",
  "homo_ev": -8.81,
  "e_tot_ev": -9301.8344,
  "e_above_lowest_kcal_mol": 105.1,
  "largest_force_ev_per_a": 5.476,
  "symbols": ["O", "N", "N", "C", "C", "C", "C", "H", "H", "H", "H", "H", "H", "H", "H"],
  "positions_angstrom": [[-0.962436, 1.206227, 1.003983], [0.582438, -1.938715, 0.621601], [-0.036853, 1.633596, 0.028860], [0.534681, 0.483704, -0.608783], [-0.549942, 0.062919, 1.655965], [-0.316063, -0.074314, -1.719889], [0.315739, -0.708903, 0.711404], [1.008937, -2.248068, -0.322161], [-0.079262, 0.350481, 2.616682], [-1.381684, -0.520340, 1.999182], [-1.308962, -0.090977, -1.488855], [0.666684, 2.180300, 0.523280], [1.662895, 0.439920, -0.650013], [-0.165006, 0.405001, -2.584915], [0.028833, -1.180830, -1.786342]],
  "forces_ev_per_a": [[-1.408, 0.783, -0.648], [0.250, 0.012, -0.779], [0.845, 0.894, -0.348], [0.035, -2.741, 3.525], [1.499, -0.616, 1.784], [3.447, -3.612, 2.249], [0.252, 0.818, -3.242], [-0.575, 1.000, 1.908], [0.544, -0.179, -0.375], [-0.777, -0.331, -0.360], [-2.689, 0.148, 0.888], [-0.001, -0.175, 0.014], [-1.335, 0.620, -0.673], [0.596, 1.669, -3.439], [-0.686, 1.709, -0.504]],
  "mulliken_charge": [-0.32, -0.69, -0.31, -0.03, -0.49, -1.05, 0.50, 0.27, 0.26, 0.28, 0.31, 0.30, 0.32, 0.39, 0.26]
}

=====

No. 4
{
  "formula": "C4H8N2O",
  "method": "ωB97M-V/def2-TZVPD",
  "homo_ev": -9.93,
  "e_tot_ev": -9304.3256,
  "e_above_lowest_kcal_mol": 47.7,
  "largest_force_ev_per_a": 1.095,
  "symbols": ["O", "N", "N", "C", "C", "C", "C", "H", "H", "H", "H", "H", "H", "H", "H"],
  "positions_angstrom": [[-1.640507, -0.260837, -0.377996], [0.413289, 1.681543, -1.770595], [3.014759, 0.713802, 2.054649], [0.174853, -0.987159, 0.995991], [1.979457, 0.501237, 1.580051], [-1.149530, -1.338046, 0.392109], [0.698155, 0.239673, 0.986780], [-2.572665, -0.421308, -0.563888], [0.711435, -1.806871, 1.470806], [0.211762, 1.075029, 0.490355], [0.227681, 2.285973, -2.564057], [1.196045, 1.088608, -2.028067], [-1.034368, -2.247255, -0.219723], [-1.843083, -1.588062, 1.210957], [-0.387283, 1.063673, -1.657374]],
  "forces_ev_per_a": [[-0.261, -0.007, -0.049], [-0.080, -0.062, -0.172], [-0.981, -0.191, -0.447], [0.044, 0.151, 0.029], [0.879, 0.147, 0.422], [0.169, -0.230, 0.204], [-0.079, -0.182, -0.064], [0.143, 0.072, -0.003], [-0.092, 0.121, -0.046], [0.093, -0.135, 0.145], [0.017, -0.038, 0.055], [-0.002, 0.074, 0.015], [-0.003, 0.159, 0.070], [0.086, 0.022, -0.121], [0.068, 0.099, -0.039]],
  "mulliken_charge": [-0.51, -0.64, -0.43, -0.16, 0.10, -0.45, -0.30, 0.28, 0.34, 0.51, 0.23, 0.21, 0.31, 0.31, 0.19]
}

=====

No. 5
{
  "formula": "C4H8N2O",
  "method": "ωB97M-V/def2-TZVPD",
  "homo_ev": -8.23,
  "e_tot_ev": -9303.5149,
  "e_above_lowest_kcal_mol": 66.4,
  "largest_force_ev_per_a": 3.274,
  "symbols": ["O", "N", "N", "C", "C", "C", "C", "H", "H", "H", "H", "H", "H", "H", "H"],
  "positions_angstrom": [[-0.174203, 0.371131, 0.999732], [1.870969, 2.164763, 0.520811], [1.466303, 1.285922, -0.428022], [0.461548, 0.497538, -0.229917], [-0.137880, -0.462161, -1.251680], [-0.898341, -0.848413, 0.943952], [-1.393293, -1.027777, -0.529631], [0.601789, -1.325644, -1.434976], [-1.708636, -2.030128, -0.641591], [-1.849798, -0.704108, 1.713374], [1.785557, 1.758868, 1.392143], [-0.310409, 0.057530, -2.136500], [2.841919, 2.455277, 0.487470], [-2.352762, -0.506998, -0.656947], [-0.202765, -1.685800, 1.251782]],
  "forces_ev_per_a": [[0.376, 0.109, -0.830], [0.210, 1.030, -0.065], [-1.690, -1.726, -1.754], [1.703, 1.213, 0.441], [0.884, -2.064, 1.512], [-2.636, -0.218, 1.766], [0.557, 1.474, 1.658], [-1.035, 1.324, 0.122], [0.454, -1.371, -0.651], [2.634, -0.713, -1.809], [-0.685, -0.779, 2.643], [-0.340, 0.644, -1.629], [-0.104, -0.246, -1.062], [0.629, 0.619, -0.181], [-0.956, 0.706, -0.161]],
  "mulliken_charge": [-0.40, -0.51, -0.37, 0.41, -0.32, -0.36, -0.57, 0.20, 0.36, 0.24, 0.20, 0.34, 0.25, 0.26, 0.27]
}

=====

No. 6
{
  "formula": "C4H8N2O",
  "method": "ωB97M-V/def2-TZVPD",
  "homo_ev": -8.80,
  "e_tot_ev": -9301.6971,
  "e_above_lowest_kcal_mol": 108.3,
  "largest_force_ev_per_a": 5.058,
  "symbols": ["O", "N", "N", "C", "C", "C", "C", "H", "H", "H", "H", "H", "H", "H", "H"],
  "positions_angstrom": [[-0.640100, -1.718151, 0.884652], [-0.422862, -0.413399, 0.526099], [0.745581, 1.181698, -0.851146], [1.976901, -0.695435, 0.358544], [-0.711350, 1.723037, -0.638116], [0.709743, 0.075596, -0.097229], [-1.536630, 0.331877, -0.290462], [-0.416336, -2.223363, 0.075047], [-1.029746, 2.133118, -1.646572], [1.644071, -1.697781, 0.232988], [2.125412, -0.348902, 1.433820], [2.944603, -0.651958, -0.232967], [-0.893078, 2.405859, 0.258759], [-1.696595, -0.223268, -1.367918], [-2.448560, 0.362965, 0.448542]],
  "forces_ev_per_a": [[0.670, -0.519, -1.083], [-2.242, 4.096, -1.943], [-2.813, -2.028, 3.434], [0.124, 1.355, -0.450], [-0.730, -2.231, -0.488], [3.705, 1.066, -0.912], [0.435, -0.506, -0.149], [-0.384, -0.215, 0.492], [0.071, -0.177, 1.611], [0.278, -1.219, 0.851], [-0.024, -0.977, -1.325], [-1.460, 0.738, 0.570], [0.837, -0.581, -1.393], [0.005, 1.007, 2.804], [1.528, 0.191, -2.020]],
  "mulliken_charge": [-0.37, -0.01, -0.56, -0.75, -0.43, 0.31, -0.40, 0.34, 0.32, 0.26, 0.22, 0.30, 0.24, 0.25, 0.28]
}